Record 1
57
Properties=species:S:1:pos:R:3:lowdin_charge:R:1 method="wB97M-V/def2-TZVPD" de_lowest_kcal_mol=54.7 smiles=COC[C@H](C)N.COC[C@H](C)N.COC[C@H](C)N.CO e_lumo_ha=0.026 orbital_gap_ev=9.97 homo_energy_ha=-0.3404 total_charge=0
C 4.1543 -5.8644 1.2379 -0.022
H -7.4149 -0.4498 -0.3129 0.063
O -0.3008 -0.7132 1.6492 -0.115
C 2.4347 -8.0022 1.0398 -0.238
H 3.3098 -8.6134 1.2604 0.120
O -6.5208 2.8144 -3.5248 -0.203
H 4.6757 6.1977 1.9948 0.127
H -8.1227 2.6434 -2.1468 0.119
H -8.5019 -0.6320 -1.6739 0.071
H 1.3393 -6.4258 -0.5789 0.072
H -6.3235 0.3170 -2.5557 0.122
H 6.2480 3.6912 1.0500 0.078
C 3.0307 -6.7492 0.4439 -0.437
H -6.2663 4.1552 -5.0764 0.082
H 6.9099 5.3275 1.3758 0.078
H -5.6391 0.7773 -0.3346 0.044
H 4.8346 4.9186 -0.7738 0.134
O 3.0967 6.4781 0.7452 -0.208
H 5.0195 7.2568 -0.4032 0.064
H 2.4579 -5.3385 -0.6450 0.071
H 0.4231 -0.8207 3.5097 0.074
C 2.1631 6.8644 1.7576 -0.096
H 4.4305 -4.9900 0.6486 0.056
H 1.4418 0.0035 2.4127 0.074
O 1.4093 -8.6797 0.3163 -0.178
H 1.5889 7.7527 1.4942 0.086
H 3.7774 -5.3713 2.1339 0.067
H 7.2554 4.6653 -0.1391 0.077
H -5.0024 1.6421 -1.4531 0.057
H -8.6407 0.7155 -0.5333 0.072
C -7.9383 0.0998 -1.0952 -0.056
H 1.5266 -10.4614 1.5063 0.079
H 2.1029 -7.7956 2.0573 0.122
H 0.2003 -9.4919 1.8291 0.082
H -7.7784 3.2846 -5.2797 0.075
N 5.8434 6.6769 -0.3325 0.026
C 0.3918 -0.1142 2.6803 -0.198
H 1.5366 6.0481 2.1172 0.086
H -0.1107 0.8113 2.9615 0.085
C 6.4769 4.6679 0.6238 -0.079
C 5.2821 5.4106 0.0898 -0.455
H 0.2572 -10.4116 0.2795 0.087
H 2.6928 7.2952 2.6073 0.079
H -7.6791 4.4183 -3.9554 0.079
H 3.4862 -7.1962 -0.4397 0.124
C -7.0985 3.7025 -4.5373 -0.092
H 3.6395 4.7949 1.3955 0.127
C 0.8214 -9.8090 0.9913 -0.092
H 0.1070 -1.5650 1.4767 0.079
C -7.5425 2.0071 -2.8151 -0.191
C 4.1945 5.7010 1.1522 -0.201
H -8.2564 1.5298 -3.4863 0.120
N -5.8683 1.5518 -0.9411 0.033
C -6.9077 0.9695 -1.9069 -0.396
H 6.2553 6.5537 -1.2464 0.076
H 5.1326 -6.3371 1.3246 0.064
N 1.9652 -5.9119 0.0247 0.025

Record 2
63
Properties=species:S:1:pos:R:3:lowdin_charge:R:1 method="wB97M-V/def2-TZVPD" e_lumo_ha=-0.059 orbital_gap_ev=7.53 homo_energy_ha=-0.3352 total_charge=0
C 3.1016 3.8144 1.2733 -0.056
C -0.3541 -4.9161 1.9875 -0.058
O -1.7163 -0.3947 -2.7811 -0.044
C 1.1572 -3.3976 0.6018 -0.051
H 1.0878 -0.9307 -2.3516 0.077
O 2.5163 1.9613 2.6342 -0.093
H 2.4381 4.9917 3.6514 0.097
C 1.8210 -2.5871 -5.3412 -0.048
H 2.8439 -2.5659 -5.2700 0.046
H -3.0539 4.0057 4.3942 0.054
H 1.4603 -2.2121 -6.4079 0.136
O 0.3885 0.5733 4.2106 0.178
H 2.7481 4.8065 0.8347 0.104
H 3.1055 3.3556 0.3510 0.040
H 0.5486 -3.0491 2.6522 0.108
H 0.4808 -5.6122 2.4870 0.116
F -0.6571 1.4226 1.5754 0.094
F 0.2447 -0.4566 1.7251 0.203
H -0.2988 -0.0084 4.6585 0.200
H -1.4486 3.0952 4.6785 0.084
H 1.5553 -3.4986 -5.0731 0.025
H -2.5584 1.2654 -2.4324 0.154
H -0.8763 -1.8122 1.1671 0.077
C 0.1062 -3.4450 1.7721 -0.504
C 1.5183 -1.7552 -2.9686 -0.030
H 1.5030 -2.5758 -2.4453 -0.002
C 2.2322 3.3282 2.4337 -0.523
H -3.1676 2.7034 5.2612 0.089
C -4.0756 -0.0659 -2.6921 -0.073
H 1.4708 0.4251 4.4145 0.278
H -0.5617 -1.1834 -3.8828 -0.040
H -1.4273 -0.0725 -1.9285 0.055
H -4.1238 -0.3787 -1.7447 0.058
H 2.1974 3.3574 4.5759 0.095
H -2.0786 1.3561 -5.0146 0.091
H 1.3983 -2.3441 0.4558 0.052
H 4.1736 4.1148 1.4968 0.103
H 1.2232 3.5567 2.1606 0.129
H 2.4320 1.5577 1.6949 0.120
H -4.8799 0.6403 -2.9770 0.121
H 0.8148 -3.4741 -0.4064 0.058
H -2.2712 2.2516 2.5330 0.147
F 1.1528 0.8909 0.2673 0.188
O -0.9421 -2.7898 1.1975 -0.052
C -2.9432 0.8301 -4.6229 -0.003
C -2.8284 0.4195 -3.1181 -0.469
B -0.0087 0.4240 0.7900 -1.422
H -0.6611 -5.4538 1.1590 0.038
F -0.8006 -0.0029 -0.2288 0.199
H -3.7284 1.4517 -4.7527 0.033
C -2.5379 3.0755 4.4003 -0.225
C 2.6888 3.9139 3.7137 -0.072
C 1.1799 -1.5309 -4.4622 -0.454
H 1.6288 -0.6683 -4.8837 0.117
H -1.2086 -4.9116 2.7135 0.079
O -0.2156 -1.7295 -4.4952 -0.011
O -2.9430 2.2179 3.3854 -0.173
H 3.7906 3.7940 3.7706 0.093
H -3.2970 -0.0351 -5.0513 0.061
H 0.4348 0.3924 3.1839 0.141
H 2.0874 -4.0157 0.9527 0.113
H 2.5139 -1.2492 -2.7028 0.103
H -4.3804 -0.8703 -3.1796 0.050